Entry 1:
A molecular structure, C44H46BClN8O8PSV, computed with ωB97M-V/def2-TZVPD.

Calculated values
frontier orbital gap (alpha / beta) = 6.2 / 7.6 eV
net charge = -1
2S+1 = 4
highest occupied orbital energy (alpha / beta) = -4.21 / -5.56 eV

Positions of all 111 atoms, in Å:
C: -4.30 4.06 -3.35
H: -0.55 0.59 5.87
C: -0.52 3.11 3.60
C: -3.41 -1.22 1.52
H: -0.48 0.87 -3.36
H: -0.45 -4.13 0.21
H: -0.49 -0.11 3.10
H: -4.07 0.24 2.99
C: -2.99 -4.72 0.51
H: -1.60 2.77 5.43
C: 0.08 -4.79 -2.25
C: 2.41 0.34 2.50
C: 1.75 -4.61 1.51
H: 3.48 4.80 3.15
C: 5.31 -0.78 -0.72
C: 4.03 -0.25 -0.80
C: 2.78 4.62 2.34
H: 2.42 0.38 3.59
H: 0.97 -4.98 -1.65
C: 6.19 1.40 -0.29
N: -0.63 4.18 -3.20
O: -5.20 0.70 -1.14
C: 0.82 5.21 1.11
V: -1.17 0.30 -0.40
H: 0.49 3.05 3.19
H: 0.25 3.87 -0.45
C: -3.97 -2.49 1.40
H: -3.74 0.89 1.37
C: -1.05 0.55 3.75
H: -0.91 4.12 3.44
C: 6.39 0.04 -0.44
C: -0.59 2.61 5.03
H: -1.97 0.04 4.04
C: 1.65 -3.12 1.60
C: -3.57 2.19 -2.02
C: 2.09 3.25 0.47
C: 2.38 2.65 -2.29
H: 7.02 2.07 -0.12
H: -3.97 -5.13 0.74
O: -0.16 5.03 -2.46
C: -0.27 -2.55 -3.51
N: 0.66 -2.40 1.02
S: -1.54 1.95 2.68
C: 2.58 2.33 -4.67
H: -5.60 2.58 -2.47
C: -4.58 2.93 -2.60
H: 3.80 2.85 1.72
C: -2.99 4.47 -3.55
C: 3.78 1.10 -0.57
H: 0.85 -5.10 1.85
O: -0.89 1.75 1.34
H: 0.24 -5.20 -3.25
N: -0.40 -2.52 -1.31
H: -0.03 5.86 0.94
H: -1.81 0.05 -4.15
C: 3.03 3.64 -4.82
N: -2.14 -1.22 1.16
P: 2.06 1.81 -0.68
H: 0.79 0.98 4.81
C: -0.53 -1.25 -3.06
H: -2.24 -5.31 1.04
C: 4.90 1.91 -0.37
H: -0.18 -0.09 -4.82
O: -5.07 5.79 -4.65
C: -4.00 0.88 -1.36
H: -4.99 -2.78 1.59
C: -0.29 1.11 4.96
H: -2.82 -4.84 -0.56
H: 3.28 4.03 -5.80
C: -0.19 -3.32 -2.37
C: -2.95 -3.28 0.91
O: -0.05 3.71 -4.15
C: 2.48 -2.24 2.24
N: -1.86 -2.51 0.78
N: -5.37 4.82 -3.96
H: 4.76 2.98 -0.28
C: 0.98 4.09 0.31
N: 0.82 -1.08 1.27
H: 2.91 4.61 -1.58
C: 1.92 -0.98 2.01
H: 1.89 0.83 -3.32
C: 2.97 3.51 1.52
H: 2.59 -4.95 2.12
O: -1.20 2.02 -1.57
C: 2.25 1.85 -3.42
H: 7.38 -0.38 -0.38
H: 1.59 6.36 2.76
H: 0.10 3.15 5.68
Cl: 2.77 -1.33 -1.30
C: 2.82 3.96 -2.44
H: 1.75 1.13 2.14
B: -0.51 -2.93 0.18
H: -5.18 -0.05 1.64
C: 3.14 4.45 -3.70
C: -4.13 0.03 1.91
H: 3.37 -2.48 2.81
H: 3.42 0.54 2.15
O: -3.06 0.04 -1.13
H: -2.76 5.33 -4.16
H: -0.15 -2.89 -4.53
C: -2.20 2.59 -2.12
C: -2.01 3.74 -2.95
H: 1.94 -4.94 0.48
C: -0.76 -0.03 -3.89
O: -6.52 4.47 -3.77
H: 5.44 -1.84 -0.89
H: -0.75 -5.32 -1.79
H: 3.47 5.48 -3.80
C: 1.72 5.48 2.13
N: -0.60 -1.23 -1.74
H: 2.47 1.70 -5.54

=====

Entry 2:
A molecular structure, C16H32O2P2Pb, computed with ωB97M-V/def2-TZVPD.

Calculated values
frontier orbital gap = 4.0 eV
highest occupied orbital energy = -4.11 eV

Positions of all 53 atoms, in Å:
C: -1.06 1.33 -0.39
H: -0.90 -3.90 -1.60
C: -0.29 0.77 0.89
C: 0.51 -0.54 0.74
H: 2.62 2.20 -0.41
H: -2.58 0.83 -1.87
H: -1.18 2.96 -3.06
H: -2.13 -0.50 1.85
H: 2.11 -3.05 -2.96
H: -0.09 2.45 5.69
H: 1.87 -1.40 5.29
H: 2.20 3.70 -1.28
H: 2.42 -3.12 -1.21
C: -0.83 -3.08 -2.33
H: 1.82 -2.02 3.60
O: 1.73 1.59 5.60
H: -1.68 -3.16 0.77
C: 1.52 -1.20 4.26
H: 0.19 -0.73 -3.73
H: -0.57 -3.49 -3.31
H: -0.95 -0.17 -2.51
C: -2.46 -1.16 1.05
C: -0.38 3.38 -2.43
H: 0.47 -2.64 0.31
H: -3.29 -1.77 1.45
H: 0.39 3.80 -3.08
H: 1.46 -0.32 0.23
C: 2.07 -2.47 -2.03
O: 0.31 1.71 3.83
H: -3.76 -0.81 -0.66
H: 0.42 -1.09 4.26
H: 1.51 3.41 0.35
H: 2.02 0.54 -2.06
H: 1.18 1.30 -3.42
H: 0.81 -0.89 1.76
C: 0.12 -0.41 -2.68
H: 2.77 -1.63 -2.13
H: -1.62 2.18 0.02
C: -3.04 -0.22 -0.07
P: 0.40 -1.90 -1.71
H: -1.80 -2.59 -2.41
C: -1.47 -2.11 0.59
H: -0.78 4.20 -1.83
C: -0.17 -1.78 0.03
H: -0.92 0.76 1.81
Pb: 2.46 0.67 3.50
C: 1.03 0.82 -2.44
C: 0.62 1.93 5.05
P: 0.36 2.13 -1.35
H: -3.60 0.58 0.44
C: -2.08 0.44 -0.97
C: 1.81 2.92 -0.59
H: 0.47 1.53 1.14

=====

Entry 3:
A molecular structure, C18H27CuN3S2, computed with ωB97M-V/def2-TZVPD.

Calculated values
frontier orbital gap (alpha / beta) = 8.4 / 7.3 eV
net charge = +2
2S+1 = 2
highest occupied orbital energy (alpha / beta) = -15.13 / -15.16 eV

Positions of all 51 atoms, in Å:
C: 3.99 -1.53 -0.02
H: 2.76 -0.31 3.89
C: -4.33 -0.33 0.24
C: -1.37 -2.34 -1.80
H: 0.13 1.26 -3.24
H: 4.88 -2.16 -0.02
H: 1.31 3.03 -0.97
C: 3.41 -1.14 -1.23
C: -0.94 1.21 -2.96
H: 1.66 -0.07 -2.06
N: -1.13 0.04 -2.11
H: -0.96 3.38 -2.57
C: 1.09 1.01 4.49
C: 1.84 0.21 3.62
H: -1.01 -3.34 -2.07
S: -1.03 2.43 -0.40
H: 3.77 -1.54 2.18
C: 2.26 -0.35 -1.19
H: 0.85 3.52 0.69
C: 0.55 -3.22 -0.10
N: 0.22 0.67 1.91
C: -0.88 -1.26 -2.76
H: 0.21 -1.35 -2.94
H: 3.80 -1.46 -2.19
H: 0.10 -4.19 -0.33
H: -1.36 -1.35 -3.75
C: 2.24 -0.37 1.19
H: 1.34 -2.98 -0.81
H: -4.62 -1.28 -0.23
C: -1.39 2.45 -2.17
H: -2.47 -2.37 -1.77
H: 1.47 1.22 5.49
H: -2.95 -1.09 1.70
H: 0.97 -3.24 0.91
H: -1.47 1.82 2.34
S: -0.81 -2.00 -0.11
C: -3.62 -0.28 1.38
H: -0.77 2.17 4.73
C: 3.40 -1.19 1.21
H: -3.54 0.65 1.95
C: -0.13 1.57 4.08
H: 0.21 4.43 -0.70
C: -0.55 1.39 2.75
Cu: -0.12 0.38 -0.06
C: 0.50 3.44 -0.34
H: -4.61 0.60 -0.26
H: -2.49 2.52 -2.22
C: 1.41 0.12 2.29
H: -2.08 0.04 -1.72
N: 1.77 0.06 -0.02
H: -1.51 1.10 -3.91

=====

Entry 4:
C6H11N5 in the gas phase, computed with ωB97M-V/def2-TZVPD.

Calculated values
frontier orbital gap = 9.6 eV
structure (SMILES) = C=N[C@H](CC)c1nc(N)n[nH]1
highest occupied orbital energy = -8.52 eV

Positions of all 22 atoms, in Å:
H: -2.41 -2.25 0.59
N: 3.35 -1.07 -2.39
C: 2.22 -0.50 -1.94
C: -0.21 0.88 1.46
H: -3.64 -1.28 -0.16
N: 0.55 0.72 -1.59
H: -0.32 -1.28 1.01
H: 3.88 -0.65 -3.19
H: -0.18 1.34 -1.90
H: -0.25 1.71 0.62
C: -0.44 -0.32 0.56
N: 1.64 -0.95 -0.81
H: -1.24 2.31 2.69
C: -1.34 1.28 2.33
H: 0.62 0.79 2.04
H: 3.88 -1.48 -1.66
H: -1.34 0.59 3.18
C: -2.67 -1.24 0.28
H: -2.32 1.32 1.95
C: 0.58 -0.23 -0.65
N: 1.63 0.53 -2.46
N: -2.00 -0.24 0.04

=====

Entry 5:
A molecular structure, C37H43AsBrNO4P2PbSi2Te4, computed with ωB97M-V/def2-TZVPD.

Calculated values
frontier orbital gap = 4.1 eV
net charge = -2
highest occupied orbital energy = -0.66 eV

Positions of all 96 atoms, in Å:
H: 0.37 6.28 4.11
Si: -1.74 5.10 -0.04
C: 3.68 -3.30 -0.79
C: -2.50 0.68 -2.74
H: -4.03 4.12 -0.33
C: -1.95 -4.55 0.50
H: 1.43 2.24 3.61
C: -3.13 -4.63 1.25
P: 1.38 -1.62 -0.63
C: -3.74 -6.65 0.10
O: -1.72 -1.89 1.04
Te: -1.03 0.16 3.87
H: 2.81 5.76 1.87
C: 0.54 -1.53 -3.36
H: -0.62 4.86 -2.29
H: -3.56 4.98 -1.81
H: -4.92 -5.73 1.64
C: 3.78 -1.35 0.62
C: -0.53 -3.32 3.53
C: -2.71 0.81 -4.12
C: 0.18 -3.47 4.71
C: 2.18 -3.91 3.45
H: 2.88 3.06 3.02
C: 1.88 5.48 1.36
H: -4.44 -7.46 -0.07
H: 0.76 -3.98 -0.72
C: -1.91 1.66 -4.85
H: 1.37 6.39 1.06
C: -0.75 2.13 -2.85
H: -0.48 -2.91 -1.43
C: 1.53 -3.75 4.67
C: 2.64 -0.51 -2.80
O: -4.26 0.05 -1.25
H: 3.37 -0.23 -2.06
H: -2.90 3.38 -1.44
C: -3.36 -0.39 -2.01
H: 1.98 -3.94 1.33
H: 2.06 -0.30 -6.13
Te: -2.59 1.92 5.26
Pb: -1.30 1.14 1.13
H: 3.12 -3.95 -1.45
H: 3.24 -4.13 3.42
H: -2.37 -7.31 -1.41
C: 0.21 -3.04 -0.60
C: -1.69 -5.53 -0.45
H: -0.46 6.52 -1.70
H: -1.50 7.41 0.91
H: 1.80 5.37 4.60
C: -2.32 6.86 0.43
C: 2.83 -0.17 -4.13
H: -3.35 -3.84 1.96
C: 0.11 -3.46 2.30
Te: -4.12 0.92 1.22
H: 1.83 2.19 1.89
H: 2.15 4.93 0.46
H: -0.80 -5.48 -1.07
C: 1.89 -0.54 -5.09
C: -3.20 4.33 -1.00
H: 0.57 5.24 -1.07
H: 3.28 -0.50 1.06
C: 3.05 -2.19 -0.22
H: 0.00 -1.49 -5.43
P: -0.90 -3.10 0.85
H: -2.05 1.77 -5.92
H: 5.68 -0.94 1.53
C: -2.58 -6.56 -0.66
C: 0.74 -1.21 -4.69
C: 1.84 2.83 2.78
H: -2.65 7.45 -0.44
H: -0.20 3.00 -4.73
C: -0.44 5.47 -1.40
As: -1.42 3.90 1.91
Si: 0.78 4.39 2.49
H: -1.59 -3.08 3.54
H: -3.50 0.23 -4.58
O: -3.10 -1.55 -2.39
C: 1.47 -3.78 2.27
C: 0.80 5.28 4.18
H: 5.49 -4.42 -0.97
C: 5.01 -3.56 -0.52
C: 5.74 -2.71 0.31
C: 1.49 -1.20 -2.40
H: 6.79 -2.90 0.48
C: -0.88 2.34 -4.21
H: 0.19 4.71 4.89
Br: 0.64 3.05 -1.93
C: 5.12 -1.61 0.88
C: -4.01 -5.67 1.05
H: -0.40 -2.00 -3.08
H: 3.72 0.37 -4.43
H: 2.09 -3.85 5.59
H: -3.15 6.82 1.14
Te: -4.76 2.10 3.60
N: -1.53 1.35 -2.13
O: 0.98 -0.50 0.25
H: -0.33 -3.34 5.66

=====

Entry 6:
C4H8O in the gas phase, computed with ωB97M-V/def2-TZVPD.

Calculated values
frontier orbital gap = 8.6 eV
highest occupied orbital energy = -8.12 eV

Positions of all 13 atoms, in Å:
H: -2.54 0.32 0.70
H: -1.27 -1.55 -0.15
H: 1.29 1.01 -0.42
C: -1.66 0.55 0.09
C: -0.70 -0.64 0.09
H: -0.25 -0.80 1.08
H: 1.73 0.12 1.08
C: 0.23 -0.82 -1.10
H: -1.19 1.44 0.51
O: 1.51 -0.98 -0.72
H: 2.93 0.38 -0.25
H: -1.99 0.79 -0.92
C: 1.89 0.19 0.01

=====

Entry 7:
A molecular structure, C25H26N9O2SSbSn, computed with ωB97M-V/def2-TZVPD.

Calculated values
frontier orbital gap = 8.1 eV
net charge = +2
highest occupied orbital energy = -13.24 eV

Positions of all 65 atoms, in Å:
C: -2.07 2.79 2.71
H: 4.57 2.78 -1.98
N: -3.82 -1.53 2.68
C: -2.49 1.50 -2.49
C: 2.99 -0.49 -3.28
C: 3.37 -0.11 4.55
H: 0.68 -1.02 5.60
H: 2.77 -0.06 6.50
C: -0.39 -1.97 -2.91
H: -2.92 -3.73 -4.26
C: -1.28 -4.56 -3.18
C: -1.18 1.59 -2.92
H: -1.18 -3.38 2.77
C: -2.79 -0.66 2.72
O: 4.81 -0.22 2.24
H: -4.87 1.33 2.67
N: 3.60 -0.13 2.22
C: -3.43 2.87 2.69
H: -3.55 4.55 -3.46
N: 1.08 -0.15 5.26
H: -1.64 -5.58 -3.26
C: -1.56 -2.22 -3.60
H: 0.50 -5.12 -2.11
H: 4.93 -0.93 -4.08
H: -4.09 3.72 2.66
C: -2.83 0.77 2.71
C: 0.36 -3.01 -2.38
H: -2.84 0.60 -1.99
Sb: 0.14 0.02 -2.31
H: -1.34 3.57 2.72
C: -3.30 -2.79 2.70
H: 5.94 1.16 -3.24
C: -3.35 2.56 -2.70
Sn: 0.34 0.09 2.12
H: -4.38 2.51 -2.38
C: 4.33 -0.22 -3.51
N: 4.65 -0.08 4.86
H: 4.98 -0.06 5.81
N: -1.71 1.48 2.72
H: -4.81 -1.31 2.64
C: -0.71 2.73 -3.56
H: 0.32 2.78 -3.91
C: 2.79 1.60 -2.09
C: -1.95 -2.64 2.75
C: 4.90 0.95 -3.04
H: 1.29 -2.80 -1.84
C: -2.01 -3.52 -3.73
C: -2.88 3.71 -3.32
H: 0.61 0.63 5.71
N: -1.64 -1.32 2.77
N: 2.45 -0.11 5.54
H: -3.91 -3.66 2.66
N: 2.87 -0.12 3.32
H: 2.54 -1.40 -3.66
C: -0.08 -4.31 -2.52
H: 5.32 -0.12 4.09
H: 2.18 2.31 -1.53
H: -1.22 4.69 -4.25
C: 2.24 0.43 -2.57
C: 4.13 1.86 -2.33
C: -1.57 3.79 -3.76
S: -0.78 -0.21 -0.12
O: 2.94 -0.03 1.19
N: -3.90 1.59 2.69
H: -2.13 -1.40 -4.03

=====

Entry 8:
C14H21N3O3 in the gas phase, computed with ωB97M-V/def2-TZVPD.

Calculated values
frontier orbital gap = 9.0 eV
structure (SMILES) = CCNCCNC(=O)c1c(O)c2c([nH]c1=O)CCCC2
highest occupied orbital energy = -8.37 eV

Positions of all 41 atoms, in Å:
H: 0.52 2.82 0.39
H: 6.04 -1.25 -0.30
H: 1.57 -2.41 -0.84
H: -3.74 1.09 0.91
H: -4.44 -2.34 -0.20
H: -5.07 1.73 -0.07
H: -1.87 -0.17 -1.32
N: -1.97 0.81 -1.05
H: 3.88 -2.59 -0.41
O: 1.46 2.47 0.54
H: -3.72 -2.44 2.16
C: 3.94 1.04 0.80
H: 4.17 0.63 1.79
C: 2.67 -0.85 -0.07
H: -5.31 -1.67 2.05
H: -3.01 -1.34 0.04
C: 5.09 -0.79 -0.58
H: 4.95 1.31 -1.06
H: 4.16 -1.74 1.12
C: 3.95 -1.60 0.06
N: 1.55 -1.43 -0.56
C: -4.07 -1.43 0.28
C: -3.26 1.45 -1.16
N: -4.78 -0.32 -0.32
C: 0.33 -0.79 -0.73
H: -3.69 1.20 -2.14
H: 6.03 0.97 0.28
H: 3.85 2.12 0.90
C: 0.31 0.59 -0.35
O: -0.60 -1.46 -1.18
H: -5.75 -0.36 -0.06
C: 5.07 0.69 -0.17
H: -3.86 -0.69 2.31
C: -4.25 1.01 -0.06
C: -0.93 1.40 -0.47
O: -0.96 2.58 -0.08
H: 5.00 -0.87 -1.66
C: -4.25 -1.56 1.80
C: 2.66 0.46 0.30
C: 1.45 1.21 0.17
H: -3.10 2.52 -1.09

=====

Entry 9:
C6H7NO in the gas phase, computed with ωB97M-V/def2-TZVPD.

Calculated values
frontier orbital gap (alpha / beta) = 8.0 / 8.0 eV
highest occupied orbital energy (alpha / beta) = -9.49 / -9.48 eV

Positions of all 15 atoms, in Å:
H: 0.06 -1.05 2.37
C: 0.46 -0.19 1.83
H: 0.15 0.72 2.36
O: -0.54 2.10 -0.60
N: 0.93 0.30 -3.12
C: -1.38 -0.59 -0.18
C: 0.66 0.50 -2.00
C: -0.05 -0.16 0.43
H: -2.00 -1.35 0.28
H: 1.36 1.42 -0.20
H: 0.44 -1.85 -1.13
H: -1.92 0.20 -0.71
C: -0.06 -1.04 -0.64
H: 1.55 -0.25 1.85
C: 0.34 1.24 -0.56

=====

Entry 10:
2 unconnected molecules or ions with the total composition C6H11N2O, computed with ωB97M-V/def2-TZVPD.

Calculated values
frontier orbital gap (alpha / beta) = 7.8 / 7.6 eV
net charge = +1
highest occupied orbital energy (alpha / beta) = -12.02 / -11.95 eV

Positions of all 20 atoms, in Å:
O: 2.05 1.21 0.80
H: -1.53 2.38 0.50
H: -1.77 1.97 -1.19
N: 3.18 -0.55 -0.23
H: -2.67 0.14 0.38
H: -0.09 2.46 -0.64
C: -0.37 -1.65 -0.42
H: -1.77 -0.23 2.00
C: 2.25 0.21 0.14
H: -0.06 -2.66 -0.86
C: -1.29 -1.68 0.58
C: 0.03 -0.32 -0.82
H: 4.27 -0.45 0.00
H: -0.04 0.13 -1.85
N: -0.70 0.58 0.14
H: 0.08 0.76 0.81
H: -1.62 -2.61 1.00
H: 2.91 -1.29 -0.78
C: -1.13 1.89 -0.42
C: -1.73 -0.28 0.86